Below is a structure of composition C12H36AlFO6 at a distorted geometry, with properties calculated with the ωB97M-V functional and the def2-TZVPD basis.

Output
energy relative to the best compared isomer or geometry (same formula, charge and spin): 37.3 kJ/mol
LUMO level: -13.0592 eV
2S+1: 1
calculated total energy: -1271.66916 hartree
net charge: +2
frontier orbital gap: 2.983 eV

```
56
Properties=species:S:1:pos:R:3:forces:R:3
Al -2.8728 0.7742 -1.2095 0.60 -0.21 0.59
F -0.4213 -0.1030 0.2004 0.29 -0.31 0.30
C -0.4706 4.5927 -2.2532 0.04 -0.19 -0.51
C 0.2193 3.2875 -1.9186 0.36 1.24 0.20
O -0.4344 2.6803 -0.8126 -0.31 -0.38 -0.68
H -1.4801 4.4035 -2.6250 -0.17 0.07 0.44
H 0.0012 5.0995 -3.0968 0.33 -0.09 0.14
H -0.4486 5.2556 -1.3922 -0.29 0.03 -0.01
H 1.2528 3.4847 -1.5891 0.09 -0.04 -0.20
H 0.3132 2.6784 -2.8304 -0.27 -0.50 0.28
H 0.2331 2.1951 -0.3154 -0.04 -0.17 0.13
C 1.5829 2.0000 3.2475 -0.35 0.31 0.62
C 2.1784 1.3525 2.0044 1.15 0.01 -0.31
O 1.3494 1.4051 0.9045 -0.27 -1.18 -0.18
H 1.5485 3.0812 3.0998 0.04 -0.03 -0.08
H 2.1786 1.7781 4.1323 0.20 -0.04 -0.18
H 0.5709 1.6642 3.4656 -0.09 -0.14 -0.19
H 2.4736 0.3098 2.2755 -0.64 -0.35 -0.05
H 3.1444 1.7546 1.6933 -0.17 0.48 0.20
H 0.5486 0.7323 0.9147 -0.05 0.44 -0.13
C -2.6059 -0.1287 3.9661 0.05 -0.05 0.01
C -2.9958 -0.5154 2.5464 0.77 0.03 0.40
O -3.3124 0.6067 1.7088 -0.46 -0.12 -0.10
H -1.6554 0.4030 3.9786 0.00 0.15 0.02
H -2.4899 -1.0360 4.5622 0.04 -0.02 -0.04
H -3.3467 0.4784 4.4870 -0.10 0.05 -0.19
H -3.7801 -1.2713 2.5982 -0.19 0.14 -0.41
H -2.1137 -0.9331 2.0605 -0.15 -0.33 0.00
H -4.1298 0.9821 2.0611 0.04 0.20 -0.13
C 0.7452 -2.1600 3.5259 -0.26 0.14 0.38
C 1.0745 -2.4794 2.0437 0.68 -0.77 0.08
O -0.0725 -2.5969 1.3096 -0.21 0.65 -0.96
H 1.6350 -2.0744 4.1519 0.15 0.22 -0.38
H 0.1631 -2.9824 3.9399 -0.16 0.01 -0.21
H 0.1496 -1.2505 3.5166 0.02 0.13 0.35
H 1.5735 -3.4470 1.9834 0.05 0.04 0.08
H 1.7812 -1.6876 1.6765 -0.36 0.16 0.01
H -0.4219 -1.7251 0.9751 0.29 -0.09 0.33
C 2.9159 -0.8161 -3.0562 0.41 -0.19 0.08
C 1.9886 -0.1041 -2.1094 -0.07 -1.01 -0.26
O 1.8488 -0.8014 -0.9009 0.41 0.22 -0.03
H 3.9570 -0.7470 -2.7340 0.01 0.12 -0.09
H 2.8265 -0.4073 -4.0625 0.06 0.20 0.08
H 2.6957 -1.8832 -3.1196 -0.21 0.05 0.12
H 0.9698 -0.0335 -2.5476 -0.05 0.44 0.15
H 2.3496 0.9166 -1.8808 -0.20 0.20 -0.08
H 0.9976 -0.5366 -0.4933 -0.87 0.19 0.35
C -1.9004 -3.1265 -4.2040 0.94 -0.03 -0.73
C -1.0342 -1.9143 -3.8880 -0.19 -0.79 0.27
O -1.2329 -1.5407 -2.5008 0.24 0.84 -0.08
H -2.9502 -2.8557 -4.2516 -0.08 -0.24 0.17
H -1.6753 -3.9553 -3.5326 -0.36 0.21 0.39
H -1.5779 -3.5362 -5.1669 -0.30 0.27 -0.18
H -1.2713 -1.0643 -4.5257 -0.11 0.08 0.17
H 0.0248 -2.1517 -4.0226 -0.03 0.01 -0.11
H -0.5972 -2.0514 -1.9900 -0.22 -0.11 0.17
```
Forces are in eV/Å.

Here are the Löwdin charges for atoms 1 to 8, given in e: number 1, Al, carries 1.094; number 2, F, carries -0.437; number 3, C, carries -0.056; number 4, C, carries -0.292; number 5, O, carries -0.099; number 6, H, carries 0.085; number 7, H, carries 0.093; number 8, H, carries 0.092